1.
This record from OMol25 describes 2 unconnected molecules or ions with the total composition C29H44BrFI2N6O4 in a non-equilibrium geometry. The level of theory is ωB97M-V with the def2-TZVPD basis set.

F_max ... 0.0686 hartree/bohr
Spin multiplicity ... 1
LUMO energy ... -1.739 eV
Orbital gap ... 0.1799 hartree

```
87
Properties=species:S:1:pos:R:3:mulliken_charge:R:1
C -1.14 1.04 -0.50 -0.666
C -0.65 0.42 -1.67 -0.319
C -1.57 -0.20 -2.77 -0.091
Br -1.92 1.23 -4.18 0.064
N -3.03 -0.37 -2.23 0.368
F -3.55 0.88 -2.42 -0.172
C -3.55 -1.47 -2.98 -1.274
N -4.66 -1.73 -3.57 0.089
C -5.75 -0.71 -3.59 0.407
C -5.48 0.35 -4.77 -1.202
C -7.08 -1.48 -4.01 -0.971
C -7.59 -2.43 -2.84 -1.029
N -2.46 -2.47 -2.88 -0.077
C -2.68 -2.93 -1.47 -0.866
C -1.69 -2.48 -0.35 0.636
C -1.36 -3.68 0.66 -0.702
C 0.14 -3.51 1.19 -0.513
C 0.24 -2.51 2.42 -0.849
C 0.52 -1.00 2.02 0.458
C 1.53 -0.34 3.05 -1.113
C 1.79 1.16 2.66 0.337
C 2.17 2.09 3.89 -0.747
C 3.73 2.22 4.12 -0.627
C 4.41 3.19 3.05 -0.456
C 5.98 3.10 3.06 -0.744
N 6.62 3.98 4.09 0.247
C 6.06 4.53 5.23 -0.167
C 7.10 5.27 5.93 -0.625
C 8.33 5.16 5.09 -0.472
C 7.97 4.32 3.94 -0.360
C -1.28 -1.67 -3.29 3.569
N -1.51 -1.51 -4.80 -0.635
C -1.55 -2.64 -5.34 0.648
O -1.82 -3.63 -5.85 -0.418
C 0.12 -2.36 -3.24 -1.771
I 0.28 -4.43 -2.54 0.060
C 1.33 -1.85 -3.64 0.081
C 2.67 -2.67 -3.55 -1.257
I 1.51 0.10 -4.49 0.126
H -1.15 2.18 -0.42 0.333
H -1.58 0.37 0.30 0.052
H 0.47 0.35 -1.74 0.065
H -4.80 -2.63 -4.02 0.464
H -5.86 -0.18 -2.61 0.471
H -4.48 0.15 -5.24 0.226
H -6.26 0.28 -5.58 0.459
H -5.52 1.39 -4.35 0.243
H -7.86 -0.73 -4.34 0.420
H -6.81 -2.14 -4.88 0.364
H -6.92 -3.34 -2.81 0.259
H -8.62 -2.77 -3.11 0.350
H -7.52 -1.93 -1.84 0.292
H -3.72 -2.60 -1.15 0.209
H -2.73 -4.06 -1.48 0.499
H -2.18 -1.68 0.28 0.320
H -0.70 -2.08 -0.66 -0.334
H -1.34 -4.65 0.07 0.314
H -2.05 -3.72 1.54 0.320
H 0.58 -4.50 1.51 0.379
H 0.82 -3.10 0.39 0.155
H 1.05 -2.83 3.14 0.380
H -0.73 -2.55 3.00 0.318
H -0.45 -0.44 2.15 0.145
H 0.93 -0.89 0.97 -0.168
H 2.52 -0.89 3.02 0.322
H 1.12 -0.39 4.10 0.343
H 2.63 1.27 1.91 0.163
H 0.87 1.63 2.18 -0.276
H 1.67 1.65 4.80 0.417
H 1.74 3.12 3.76 0.238
H 3.96 2.64 5.14 0.341
H 4.19 1.19 4.08 0.233
H 4.06 2.88 2.03 0.339
H 4.02 4.22 3.27 0.313
H 6.36 2.06 3.29 0.280
H 6.40 3.38 2.05 0.399
H 5.01 4.41 5.57 0.289
H 7.05 5.83 6.90 0.354
H 9.34 5.58 5.24 0.340
H 8.59 3.99 3.08 0.312
H 3.54 -2.06 -3.90 0.377
H 2.58 -3.63 -4.14 0.354
H 2.86 -2.95 -2.47 0.343
N -0.81 4.31 1.89 0.954
O -1.29 4.41 0.74 -0.677
O -0.77 3.19 2.45 -0.606
O -0.37 5.31 2.48 -0.655
```

=====

2.
This record from OMol25 describes 3 unconnected molecules or ions with the total composition C43H29Br2FN2O8S2 in a non-equilibrium geometry. The level of theory is ωB97M-V with the def2-TZVPD basis set.

SMILES ... C/C(Br)=C(/Br)c1cc2nc(CCOC=O)c(C[SH](=O)=O)nc2c(F)c1S.O=C1c2ccccc2C(=O)c2ccccc21.O=C1c2ccccc2C(=O)c2ccccc21
F_max ... 0.1135 hartree/bohr
Spin multiplicity ... 1
LUMO energy ... -1.545 eV
Orbital gap ... 0.2658 hartree

```
87
Properties=species:S:1:pos:R:3:mulliken_charge:R:1
C -3.84 -5.15 -3.19 -0.973
C -3.21 -5.91 -4.47 0.278
Br -4.39 -6.98 -5.65 -0.158
C -1.82 -5.82 -4.78 -0.414
Br -1.19 -6.85 -6.39 -0.118
C -0.78 -4.95 -3.92 0.561
C -1.07 -3.47 -3.53 -0.577
C -0.07 -2.57 -2.69 0.367
N -0.50 -1.23 -2.41 -0.551
C 0.48 -0.52 -1.65 0.456
C 0.12 1.00 -1.24 -0.456
C -0.28 1.07 0.34 -0.479
O 0.50 2.11 0.99 -0.078
C 0.74 1.82 2.37 0.075
O 1.23 0.74 2.80 -0.471
C 1.86 -1.12 -1.23 0.183
C 2.89 -0.18 -0.42 -0.227
S 4.28 0.45 -1.49 0.861
O 3.69 1.41 -2.50 -0.563
O 5.08 -0.65 -2.15 -0.592
N 2.30 -2.45 -1.50 -0.444
C 1.28 -3.16 -2.23 0.181
C 1.59 -4.67 -2.62 0.353
F 2.83 -5.24 -2.23 -0.259
C 0.60 -5.55 -3.45 -0.139
S 1.14 -7.30 -3.79 -0.201
H -3.96 -4.05 -3.52 0.224
H -4.84 -5.62 -2.86 0.345
H -3.05 -5.14 -2.36 0.337
H -2.06 -3.01 -3.89 0.321
H 0.95 1.74 -1.52 0.102
H -0.84 1.31 -1.81 0.368
H -0.07 0.01 0.75 0.339
H -1.42 1.24 0.47 0.336
H 0.51 2.65 3.14 0.343
H 2.37 0.65 0.17 -0.056
H 3.40 -0.86 0.37 0.400
H 5.12 1.20 -0.64 0.159
H 1.39 -7.83 -2.53 0.171
C -2.45 7.85 -4.54 -0.475
C -1.64 8.72 -5.27 -0.458
C -0.26 8.65 -5.13 -0.543
C 0.31 7.72 -4.25 0.167
C -0.50 6.87 -3.51 0.152
C -1.89 6.93 -3.67 -0.505
C 0.09 5.92 -2.54 0.512
O -0.63 5.17 -1.90 -0.698
C 1.55 5.89 -2.37 0.062
C 2.12 5.04 -1.42 -0.634
C 3.50 5.00 -1.25 -0.418
C 4.32 5.80 -2.04 -0.527
C 3.76 6.66 -2.98 -0.675
C 2.38 6.71 -3.14 0.454
C 1.79 7.65 -4.12 0.554
O 2.50 8.36 -4.81 -0.669
H -3.53 7.89 -4.66 0.395
H -2.08 9.44 -5.94 0.395
H 0.38 9.33 -5.69 0.458
H -2.53 6.26 -3.10 0.457
H 1.49 4.41 -0.80 0.697
H 3.94 4.34 -0.51 0.422
H 5.40 5.76 -1.92 0.394
H 4.41 7.28 -3.59 0.471
C 1.02 -0.54 6.85 -0.679
C 0.74 -0.37 5.50 -0.264
C -0.16 -1.22 4.86 -0.550
C -0.78 -2.24 5.57 0.068
C -0.49 -2.43 6.92 0.222
C 0.40 -1.57 7.57 -0.553
C -1.10 -3.54 7.68 0.612
O -0.85 -3.70 8.86 -0.673
C -2.02 -4.47 6.97 0.144
C -2.57 -5.55 7.66 -0.542
C -3.44 -6.42 7.01 -0.458
C -3.79 -6.19 5.68 -0.473
C -3.24 -5.11 4.99 -0.512
C -2.35 -4.25 5.64 0.128
C -1.75 -3.13 4.89 0.530
O -2.05 -2.93 3.72 -0.696
H 1.71 0.12 7.35 0.396
H 1.23 0.42 4.94 0.479
H -0.37 -1.08 3.80 0.661
H 0.63 -1.70 8.62 0.467
H -2.31 -5.73 8.70 0.460
H -3.86 -7.27 7.54 0.395
H -4.47 -6.86 5.17 0.392
H -3.51 -4.94 3.95 0.456
```

=====

3.
This record from OMol25 describes a molecular structure, C48H61ClN4O2SeTi in a non-equilibrium geometry. The level of theory is ωB97M-V with the def2-TZVPD basis set.

Energy above the lowest of the compared OMol25 structures with the same formula, charge and spin ... 0.0 kcal per mole
F_max ... 0.0615 hartree/bohr
Spin multiplicity ... 3
LUMO energy (spin up / spin down) ... 3.660 / 3.660 eV
Total charge ... -2
Orbital gap (spin up / spin down) ... 0.1444 / 0.2357 hartree

```
118
Properties=species:S:1:pos:R:3:mulliken_charge:R:1
Ti -0.10 0.99 -0.37 -1.094
C -3.84 -5.40 1.48 -1.728
C -4.29 -4.23 2.36 2.467
C -4.19 -4.67 3.83 -2.267
C -5.75 -3.89 2.07 -1.845
C -3.40 -3.03 2.05 -0.718
C -3.34 -2.53 0.75 -0.753
C -2.49 -1.50 0.43 -0.248
Se -2.39 -0.83 -1.38 0.078
C -1.01 -2.07 -1.96 -0.220
C -1.30 -3.37 -2.30 -0.030
C -0.29 -4.25 -2.63 -0.302
C 1.00 -3.72 -2.72 -0.536
C 1.33 -2.40 -2.44 -0.659
C 0.31 -1.55 -1.93 0.028
O 0.52 -0.35 -1.48 -0.331
C 2.78 -1.95 -2.67 2.830
C 3.27 -2.46 -4.04 -1.982
C 2.93 -0.42 -2.70 -2.263
C 3.66 -2.51 -1.55 -1.532
C -0.61 -5.71 -2.90 2.404
C 0.62 -6.56 -3.21 -2.302
C -1.57 -5.81 -4.10 -1.780
C -1.29 -6.30 -1.65 -1.624
C -1.62 -0.90 1.38 0.778
O -0.77 -0.01 1.02 0.984
C -1.76 -1.34 2.73 -1.112
C -2.62 -2.38 3.01 -0.215
C -0.99 -0.62 3.83 2.813
C 0.51 -0.66 3.55 -1.562
C -1.48 0.84 3.85 -1.419
C -1.20 -1.22 5.23 -2.622
H -4.43 -6.31 1.70 0.485
H -2.78 -5.62 1.66 0.353
H -3.96 -5.16 0.43 0.325
H -4.81 -5.56 3.98 0.434
H -4.55 -3.89 4.50 0.421
H -3.16 -4.92 4.10 0.392
H -6.40 -4.74 2.31 0.454
H -5.89 -3.62 1.02 0.308
H -6.06 -3.03 2.68 0.386
H -3.95 -2.94 -0.05 0.384
H -2.34 -3.68 -2.26 0.333
H 1.80 -4.39 -3.03 0.319
H 2.60 -2.14 -4.83 0.391
H 3.34 -3.55 -4.07 0.337
H 4.27 -2.06 -4.25 0.478
H 2.23 0.02 -3.41 0.445
H 3.95 -0.16 -3.00 0.486
H 2.73 0.01 -1.72 0.309
H 3.65 -3.60 -1.55 0.322
H 3.31 -2.16 -0.58 0.200
H 4.70 -2.17 -1.68 0.454
H 1.13 -6.22 -4.12 0.417
H 0.33 -7.60 -3.36 0.442
H 1.34 -6.52 -2.38 0.396
H -1.10 -5.36 -4.98 0.369
H -2.49 -5.26 -3.90 0.307
H -1.81 -6.85 -4.32 0.459
H -0.62 -6.23 -0.80 0.369
H -1.55 -7.36 -1.81 0.471
H -2.20 -5.76 -1.41 0.229
H -2.70 -2.72 4.04 0.572
H 0.74 -0.14 2.62 0.010
H 0.86 -1.69 3.46 0.334
H 1.07 -0.16 4.35 0.499
H -1.37 1.28 2.86 0.078
H -0.90 1.43 4.57 0.454
H -2.54 0.89 4.13 0.437
H -0.86 -2.26 5.25 0.451
H -2.25 -1.18 5.54 0.391
H -0.61 -0.65 5.94 0.484
Cl -2.00 2.34 -0.12 -0.560
C -0.24 3.68 -3.50 -1.207
C -0.29 2.54 -2.71 -0.350
N 0.60 2.33 -1.71 1.563
C 1.56 3.24 -1.54 -1.098
C 1.62 4.48 -2.21 0.571
C 0.68 4.68 -3.25 -0.336
C 2.65 5.40 -1.85 -0.274
C 2.73 6.78 -1.99 -0.896
C 1.72 7.74 -2.18 0.613
C 0.32 7.51 -2.07 -0.458
C -0.53 8.57 -2.24 -0.481
N -0.10 9.82 -2.50 -0.756
C 1.22 9.94 -2.54 -0.095
N 2.14 9.03 -2.39 -0.711
H -0.96 3.78 -4.31 0.392
H -1.04 1.78 -2.87 0.310
H 2.32 3.01 -0.81 0.686
H 0.72 5.57 -3.86 0.572
H 3.51 4.94 -1.37 0.363
H 3.71 7.21 -1.84 0.195
H -0.06 6.53 -1.82 0.502
H -1.60 8.44 -2.15 0.408
H 1.58 10.96 -2.71 0.400
C 1.57 5.83 2.03 -0.723
N 0.62 4.82 2.41 0.145
C 0.46 4.60 3.82 -0.847
C 0.59 3.64 1.57 -1.297
C 1.69 2.59 1.66 2.043
C 2.83 2.77 2.43 -0.638
C 3.81 1.78 2.51 -1.277
C 3.64 0.60 1.81 -0.918
C 2.51 0.44 1.02 -0.515
C 1.52 1.41 0.90 1.865
H 1.30 6.76 2.54 0.395
H 1.51 6.01 0.96 0.114
H 2.62 5.60 2.27 0.199
H 0.19 5.54 4.30 0.368
H 1.34 4.20 4.33 0.277
H -0.37 3.89 3.97 0.172
H 0.54 3.99 0.54 -0.174
H -0.36 3.14 1.76 0.184
H 2.98 3.68 2.99 0.059
H 4.69 1.94 3.13 0.320
H 4.38 -0.19 1.89 0.382
H 2.38 -0.50 0.49 0.096
```

=====

4.
This record from OMol25 describes a molecular structure, C4H10F2KNO6S2 in a non-equilibrium geometry. The level of theory is ωB97M-V with the def2-TZVPD basis set.

Energy above the lowest of the compared OMol25 structures with the same formula, charge and spin ... 99.9 kcal per mole
F_max ... 0.1991 hartree/bohr
Spin multiplicity ... 1
LUMO energy ... -2.041 eV
Orbital gap ... 0.2519 hartree

```
26
Properties=species:S:1:pos:R:3:mulliken_charge:R:1
K -1.44 1.17 -1.83 0.980
N 1.65 -0.64 -4.80 -0.279
S 3.07 -1.15 -4.72 1.062
O 4.01 -0.50 -3.85 -0.584
O 3.60 -1.89 -5.92 -0.580
F 2.72 -2.38 -3.68 -0.338
S 2.00 0.64 -5.89 1.118
O 3.30 0.85 -6.56 -0.471
O 1.13 1.75 -5.58 -0.628
F 0.94 0.15 -7.04 -0.287
C 1.57 -0.18 2.84 -0.667
O 0.21 0.34 3.17 -0.325
C -0.78 -0.72 3.31 -0.529
C -2.22 -0.16 3.50 -0.521
O -2.63 0.73 2.47 -0.289
C -3.82 1.48 2.93 -0.761
H 1.98 -0.82 3.63 0.275
H 2.21 0.64 2.50 0.247
H 1.40 -0.83 1.99 0.306
H -0.59 -1.44 4.11 0.356
H -0.68 -1.28 2.39 0.306
H -2.47 0.24 4.48 0.389
H -2.78 -1.09 3.43 0.319
H -4.00 2.33 2.28 0.257
H -3.69 1.93 3.91 0.328
H -4.69 0.83 2.96 0.317
```

=====

Molar mass for the records above, in order: 893.42; 944.65; 888.32; 309.35 g/mol